Record 1
Below is 6 unconnected molecules or ions with the total composition C24H30F18O12 in a non-equilibrium geometry, with properties calculated with the ωB97M-V functional and the def2-TZVPD basis.

Results
LUMO energy	0.087	eV
structure (SMILES)	CCOC(=O)C(F)(F)F.CCOC(=O)C(F)(F)F.CCOC(=O)C(F)(F)F.CCOC(=O)C(F)(F)F.CCOC(=O)C(F)(F)F.CCOC(=O)C(F)(F)F
energy	-3632.737766	hartree
ΔE to the lowest compared entry with this formula, charge and spin	228.57	kcal per mole
total charge	0

```
84
Properties=species:S:1:pos:R:3:forces:R:3
C -2.178514 1.533086 -3.377364 -1.847 1.430 -1.500
H -3.137477 5.091241 0.517534 -4.464 2.529 2.064
F -0.811333 6.229690 -3.445592 -0.413 0.655 0.043
C -2.267628 4.944897 0.093973 4.299 -1.061 -2.901
H -2.523935 4.203131 -0.605889 -0.060 -2.859 0.369
O -0.950856 -1.637614 2.668874 2.205 -3.133 1.416
F -1.478774 8.119985 -2.592048 0.094 0.926 -0.492
C -1.894685 6.963310 -3.054873 0.582 -2.250 0.239
C 7.118235 -6.399157 3.619222 5.956 -0.872 -4.912
H -1.022762 0.938158 -7.022924 3.383 0.025 -1.143
H -2.671238 1.486764 -8.053896 2.574 -1.093 3.055
C 1.704138 -1.905740 -1.214581 -3.446 1.560 -4.854
F -4.669759 2.564760 -0.272362 -1.511 -1.378 1.880
F 5.038674 -2.098923 -5.846864 -2.101 -1.211 1.824
H 2.798334 -3.690575 -0.832396 0.495 1.281 -2.160
H -0.886184 -1.522213 0.491540 -0.755 0.276 2.264
H -2.412984 0.004667 -7.111438 -0.859 -2.312 0.444
C 3.953480 -2.748980 -5.165493 4.134 -1.286 0.053
C -1.661677 0.609086 -2.182893 0.954 2.322 -1.024
H 0.830825 0.019896 1.578936 -1.339 0.020 -0.969
C -2.421930 1.704295 -5.778361 0.121 -3.441 0.215
H 0.640242 -2.426123 -1.315511 2.550 0.368 0.403
O -6.268009 3.086649 2.342961 -0.090 -0.792 -0.540
C 4.396557 -2.672355 2.996245 -1.655 -0.056 1.139
F -1.878378 -0.621493 -2.578948 0.558 -0.689 0.776
H 1.549824 -1.086600 -2.112829 0.739 -1.849 1.925
C 5.225186 -3.610884 2.223815 1.583 -3.345 -6.387
H -0.380635 3.986730 0.753597 -1.020 1.002 0.483
O 4.354749 -1.222445 -3.249819 -0.089 -1.513 -0.914
C 0.033447 -2.648535 2.649244 0.403 0.022 -1.999
F -1.001479 -3.326356 4.593278 0.487 0.524 0.342
C 0.218391 -3.325701 4.027337 -0.297 -1.817 2.610
C -3.506469 1.334564 5.146136 -1.360 -1.078 3.556
C -0.277998 0.264548 1.412333 2.470 0.613 -0.717
C -4.585368 2.076743 4.395229 -2.216 -3.062 0.131
F 3.771995 -3.344196 3.962791 -0.813 -0.701 0.204
O 3.140909 -3.011637 -2.950772 -3.131 -3.906 4.661
H -3.451146 1.450718 6.410719 -0.217 0.629 -3.729
C 3.865270 -2.285894 -3.613227 3.105 5.404 -3.043
F -0.290457 0.886705 -1.983632 -2.171 -0.947 -0.298
O 5.198253 -3.631869 0.920007 0.472 -0.035 6.682
C -1.161409 4.750983 1.067671 0.094 -2.362 2.292
O -1.738266 5.768641 -0.956170 -1.138 3.232 -2.172
O -3.836793 6.141914 -1.886200 2.910 -0.007 -0.018
H 3.772704 -2.298134 -0.950910 1.767 1.039 -0.306
C -5.223750 1.663080 0.638194 1.328 -1.014 -1.025
H -3.436534 1.731772 -5.694788 -3.031 0.049 0.280
H 8.003817 -6.170119 4.193779 0.374 2.026 -0.151
O 5.902014 -4.495410 3.049648 -1.873 3.431 -1.081
C -5.488143 2.240910 2.051275 3.169 0.547 3.010
C -2.031525 0.955968 -7.034778 -4.040 3.659 -1.917
F -2.286444 0.868967 -1.027714 0.420 -0.309 -0.913
F -4.286926 0.630799 0.718632 -1.945 1.422 -0.303
F 4.189860 -4.115004 -5.279393 0.385 1.355 0.743
H 1.631188 -1.256689 -0.389835 0.558 0.294 1.475
O -4.457511 1.749724 2.982976 -1.854 0.761 -2.099
H -0.673458 5.613596 1.480001 0.347 1.019 -0.890
H -0.392105 0.910801 2.203564 -0.893 1.237 2.554
F -2.713142 7.044462 -4.090570 0.242 0.793 -0.086
C -2.611294 6.229713 -1.928368 -2.043 -1.127 2.504
F -6.411878 1.187736 0.184799 1.595 0.516 0.053
C 2.956408 -2.702672 -1.458503 -2.519 -2.820 1.066
F 2.918942 -2.574982 -5.876310 -2.426 1.286 -0.852
O 0.669334 -3.052310 1.695012 -1.351 1.165 1.580
H 7.450917 -5.136660 1.878724 1.117 0.709 -0.472
H -2.573275 1.507570 4.678854 1.133 -0.055 -0.117
H -0.428576 1.031660 0.606184 0.191 -1.577 -0.004
C -1.151362 -0.951997 1.491042 -0.933 1.149 -4.591
H -2.240585 -0.619245 1.402371 1.372 -0.806 0.456
H -1.637705 4.472161 2.077732 0.541 -0.596 -1.483
H 6.497269 -6.588068 4.289371 -6.410 -0.844 5.612
F 5.121357 -1.805872 3.593749 2.517 2.206 1.365
H -3.814647 0.288944 5.159521 0.630 -0.260 -0.577
O -2.828578 2.567937 -3.265334 1.729 -1.991 0.622
H -5.619770 1.715777 4.699341 1.192 0.481 -0.151
H 5.960828 -5.922979 1.655302 0.439 -0.684 0.698
C 6.640367 -5.520223 2.433022 -0.174 -1.915 0.287
H -2.128524 2.663872 -5.682432 1.596 3.104 0.003
H -4.538158 3.066494 4.608813 0.102 3.276 -0.053
O -1.962878 0.951583 -4.591973 0.658 0.270 1.303
H 7.547742 -7.442760 3.570502 -0.914 0.430 -1.942
F 1.136142 -2.702972 4.845356 -1.459 -0.487 -1.457
F 3.505466 -1.978060 2.318269 -0.644 -0.328 -1.102
F 0.560045 -4.703243 4.097515 -0.069 2.833 -1.335
```
Forces are in eV/Å.

Mulliken atomic charge list, values in e, 2 entries: 0.109, 0.617


Record 2
Below is 2 unconnected molecules or ions with the total composition C2H3F2IO in a non-equilibrium geometry, with properties calculated with the ωB97M-V functional and the def2-TZVPD basis.

Results
LUMO energy	-0.808	eV
energy	-650.623911	hartree
ΔE to the lowest compared entry with this formula, charge and spin	36.87	kcal per mole
total charge	0

```
9
Properties=species:S:1:pos:R:3:forces:R:3
F -1.864397 -0.054519 0.743823 2.610 -0.410 -1.679
C -0.293210 -0.435091 -0.143222 -2.964 0.587 3.147
H -1.183336 -1.008653 -1.698609 -1.566 -1.901 -0.518
C 0.526995 0.617759 0.461985 1.578 2.515 -1.519
H 0.561531 0.834971 1.501750 -0.427 -1.215 0.934
I 2.763636 0.378394 0.007937 -1.713 0.093 0.104
O -0.607304 -0.345890 -1.407518 2.108 1.493 1.182
H 0.210049 1.611207 0.085961 0.421 -0.751 -0.475
F -0.113964 -1.598180 0.447894 -0.048 -0.411 -1.175
```
Forces are in eV/Å.

Mulliken atomic charge list, values in e, 2 entries: -0.526, 0.881


Record 3
Below is 2 unconnected molecules or ions with the total composition C3H10NO2 in a non-equilibrium geometry, with properties calculated with the ωB97M-V functional and the def2-TZVPD basis.

Results
LUMO energy	-3.674	eV
energy	-325.274990	hartree
ΔE to the lowest compared entry with this formula, charge and spin	26.69	kcal per mole
total charge	+1

```
16
Properties=species:S:1:pos:R:3:forces:R:3
C -2.126689 0.004647 0.437398 -0.350 -0.962 0.236
C 0.573283 1.567952 -0.855483 0.433 -0.606 -0.259
N 0.269778 0.493568 0.138227 -1.153 -0.528 0.342
H 1.511592 2.040824 -0.575616 -0.272 0.299 0.137
O -2.077181 0.211321 1.617356 0.256 0.667 -0.027
H -0.706664 -1.466310 0.007702 0.475 0.080 0.164
H 2.760664 -1.783326 0.950723 -0.185 -0.045 -0.077
H 1.520103 -2.654436 0.706180 0.030 -0.049 0.033
C -0.847185 -0.428496 -0.285120 -0.454 0.635 -0.782
H 0.714434 1.124816 -1.837130 -0.025 -0.123 0.004
O 1.849744 -1.753752 0.623686 0.263 0.165 0.097
H -0.286414 2.230082 -0.886768 0.190 0.243 0.060
H 1.052114 -0.097523 0.476226 0.042 0.179 -0.324
H -3.094604 -0.048088 -0.085045 0.154 0.101 -0.212
H -0.172476 0.958286 0.936897 0.585 -0.089 0.581
H -0.940495 -0.399567 -1.369238 0.012 0.033 0.026
```
Forces are in eV/Å.

Mulliken atomic charge list, values in e, 2 entries: -0.021, -0.872


Record 4
Below is 2 unconnected molecules or ions with the total composition C4H14NO2S in a non-equilibrium geometry, with properties calculated with the ωB97M-V functional and the def2-TZVPD basis.

Results
LUMO energy	-2.973	eV
energy	-763.965703	hartree
ΔE to the lowest compared entry with this formula, charge and spin	18.51	kcal per mole
total charge	+1

```
22
Properties=species:S:1:pos:R:3:forces:R:3
H 0.491041 -1.762627 -0.213745 0.398 -0.442 0.311
H 0.933493 0.395755 -0.111330 0.770 -0.627 0.586
C -1.419536 0.123651 -1.077191 1.416 -0.226 -0.584
H -0.703335 -2.467043 0.753238 0.351 -0.494 0.153
H -1.775104 -0.378838 1.008541 -0.027 -0.625 0.065
H -1.323541 1.205851 -1.067483 -0.838 0.121 0.325
S 1.469231 -1.518748 2.391232 -0.244 -0.384 0.255
C 0.256640 0.378741 0.749262 -0.980 1.132 -0.810
H -0.366551 0.199320 -2.796728 -0.003 -0.079 0.321
O -0.386769 -0.318722 -1.980595 -0.375 -0.517 -0.075
H 2.739144 -1.122268 2.534632 -0.053 0.071 -0.111
H -0.060112 1.428055 0.659803 -0.296 -0.093 0.478
H -0.180402 0.228919 2.813574 -0.102 -0.404 0.114
H -0.893730 -2.224599 -0.902095 -0.268 0.094 0.177
C 0.686935 0.114832 2.166049 0.629 -0.311 0.231
C -0.964880 -0.437454 0.286109 0.359 1.095 -1.174
H -2.377792 -0.269705 -1.416843 -0.220 0.285 0.222
H 1.697865 2.783754 -1.883611 -0.177 0.115 -0.171
N -0.503083 -1.859914 -0.028349 -0.619 0.616 0.019
H 0.229143 2.588167 -2.356952 0.319 0.364 -0.005
H 1.409345 0.790293 2.604232 0.090 0.527 -0.478
O 1.042002 2.122573 -2.131750 -0.132 -0.220 0.150
```
Forces are in eV/Å.

Mulliken atomic charge list, values in e, 2 entries: 0.382, 0.587


Question: Among the records above, which one has the lowest LUMO energy?
Answer: C3H10NO2